The following is a DFT calculation (wB97M-V/def2-TZVPD) of C25H30B3BrI2O5 as an isolated structure.

Each line ends with the Mulliken charge.
CARTESIAN COORDINATES (ANGSTROEM)
C1 -2.39003 -0.92406 3.28993  -1.1427
C2 -2.05348 -1.33530 1.85738  -0.3969
C3 -0.76035 -0.67572 1.42057  -0.1334
Br1 0.14568 -1.81900 0.09083  -0.2061
B1 -0.95198 0.75318 0.78236  0.1523
O1 -2.11948 1.01369 0.09892  -0.2564
B2 -2.55410 2.26878 0.51672  0.3305
C4 -3.86998 2.48915 1.32293  -0.3724
C5 -5.11730 1.93941 0.62092  -1.2365
C6 -6.44264 2.01604 1.41762  0.9715
C7 -6.27196 2.38430 2.88234  -1.7907
C8 -7.19878 0.65743 1.34518  -1.4055
O2 -1.66646 3.31102 0.24375  -0.3467
B3 -0.49767 3.03314 0.91743  0.2484
C9 0.25042 4.18396 1.73503  -0.9388
I1 -0.57187 6.12321 1.17546  -0.0047
C10 0.09041 4.04811 3.27209  -0.3130
C11 -0.54303 2.75162 3.74261  -1.2905
I2 2.03843 4.22737 4.20042  0.0469
O3 0.00060 1.74466 0.91615  -0.1440
H1 -3.37936 -1.26789 3.56897  0.3549
H2 -1.65360 -1.34397 3.96850  0.4031
H3 -2.35684 0.15949 3.40901  0.1509
H4 -1.96040 -2.41586 1.86075  0.4694
H5 -2.88552 -1.10371 1.20069  0.2946
H6 -0.08752 -0.66602 2.27054  0.4060
H7 -3.94370 3.54319 1.58104  0.3548
H8 -3.74371 1.95008 2.26455  0.2917
H9 -4.89372 0.92142 0.32033  0.3576
H10 -5.23521 2.48908 -0.31092  0.2210
H11 -7.09276 2.75917 0.96951  0.3661
H12 -7.24183 2.56476 3.33655  0.4663
H13 -5.78120 1.59339 3.44549  0.3423
H14 -5.68298 3.28398 3.03360  0.3917
H15 -7.37196 0.27406 2.34539  0.3746
H16 -8.15286 0.79792 0.84519  0.2771
H17 -6.65226 -0.09107 0.78149  0.3958
H18 1.28521 4.26714 1.44303  0.7120
H19 -0.50419 4.86595 3.64052  0.5473
H20 -0.01166 1.87110 3.40625  0.3921
H21 -1.59905 2.74293 3.46804  0.0888
H22 -0.51772 2.73757 4.82767  0.6174
C12 2.90783 -4.70200 -0.99622  -0.5392
C13 1.91927 -4.14689 -1.80216  -0.7677
C14 2.26607 -3.37572 -2.89778  -0.6841
C15 3.60529 -3.14756 -3.18782  0.3664
C16 4.59750 -3.68865 -2.36725  0.1911
C17 4.24337 -4.47365 -1.27708  -0.6469
C18 6.03862 -3.42275 -2.63281  0.6307
O4 6.90164 -3.89759 -1.92415  -0.6608
C19 6.39138 -2.55191 -3.78847  0.1980
C20 7.72591 -2.24712 -4.02494  -0.5707
C21 8.07176 -1.44964 -5.10178  -0.4618
C22 7.08688 -0.95873 -5.95281  -0.4710
C23 5.75534 -1.25539 -5.71967  -0.5573
C24 5.40159 -2.04562 -4.63338  0.1884
C25 3.96136 -2.32941 -4.38016  0.5595
O5 3.10213 -1.90270 -5.12296  -0.6597
H23 2.63311 -5.30951 -0.14404  0.4232
H24 0.87528 -4.31799 -1.57351  0.7189
H25 1.50126 -2.94496 -3.52901  0.4773
H26 5.01591 -4.89836 -0.65142  0.4783
H27 8.48781 -2.63401 -3.36274  0.4711
H28 9.11136 -1.20967 -5.28164  0.3995
H29 7.36035 -0.34053 -6.79765  0.3973
H30 4.98541 -0.87339 -6.37535  0.4728

**2S+1**: 1
**Orbital gap**: 8.5 eV



The following is a DFT calculation (wB97M-V/def2-TZVPD) of a 4-piece molecular cluster, C25H30BBr2N3O4 overall.

Each line ends with the Mulliken charge.
CARTESIAN COORDINATES (ANGSTROEM)
C1 -0.50607 -1.70513 6.29477  -0.7338
C2 -0.75380 -3.23338 6.65978  0.0777
Br1 -1.24546 -3.60271 8.56368  -0.1789
C3 -0.61957 -4.32662 5.75064  -0.3821
Br2 -0.92410 -6.15568 6.41545  -0.0713
C4 -0.23269 -3.93579 4.25536  0.3163
C5 1.05761 -4.18653 3.68573  0.3995
B1 2.26396 -4.90805 4.52935  0.7800
O1 2.75125 -6.19679 4.13774  -0.5892
O2 2.87662 -4.24372 5.66686  -0.5885
C6 1.29417 -3.67956 2.16898  0.3303
O3 1.95517 -4.33861 1.33171  -0.5747
C7 0.56414 -2.28119 1.82865  0.4265
C8 1.19763 -1.19225 0.92666  -0.7367
C9 0.40448 0.14243 0.71502  -0.1595
C10 -0.97085 0.42865 1.36803  -0.5648
C11 -1.61004 -0.67204 2.25691  -0.5750
C12 -0.84288 -1.99267 2.47483  0.5343
C13 -1.39412 -3.18042 3.41700  0.0666
O4 -2.59208 -3.52736 3.47838  -0.5543
H1 0.60283 -1.40075 6.27184  0.2032
H2 -0.96349 -1.36331 5.30844  0.1251
H3 -0.98500 -1.04614 7.11334  0.3711
H4 2.65798 -6.27227 3.16045  0.3415
H5 2.81874 -3.26749 5.55032  0.3154
H6 2.22285 -1.34310 0.44853  0.3537
H7 0.87225 0.97769 0.07277  0.3527
H8 -1.54530 1.40804 1.24993  0.3690
H9 -2.61642 -0.54229 2.80059  0.3513
C14 -1.36705 1.90876 -3.91418  -1.0470
C15 -0.21342 2.82261 -4.31040  -0.8127
C16 1.09568 2.48283 -3.59620  0.1410
C17 1.00973 2.69295 -2.14758  0.4281
N1 0.92934 2.84760 -1.00921  -0.7457
H10 -1.60765 2.00538 -2.85173  0.3227
H11 -2.26299 2.16544 -4.48212  0.5138
H12 -1.12444 0.86182 -4.11925  0.3080
H13 -0.49251 3.86195 -4.11091  0.3302
H14 -0.05457 2.73684 -5.38956  0.3932
H15 1.89287 3.11424 -3.99832  -0.0588
H16 1.37777 1.44646 -3.80508  0.3231
C18 6.33235 4.78144 -1.84139  -1.1861
C19 4.91023 4.81400 -1.29467  -0.6406
C20 3.91959 4.01807 -2.14528  -0.1651
C21 3.75408 4.58791 -3.48656  0.3447
N2 3.62883 5.03230 -4.54100  -0.5191
H17 6.39271 5.24661 -2.82851  0.3454
H18 7.00410 5.32745 -1.17496  0.3497
H19 6.69700 3.75361 -1.92185  0.3018
H20 4.58151 5.85435 -1.20877  0.3190
H21 4.91557 4.39652 -0.28310  0.3624
H22 2.95001 4.01010 -1.64247  0.0943
H23 4.24479 2.97594 -2.22120  0.4026
C22 -4.66243 -1.36772 -2.26890  -0.9995
C23 -5.97331 -0.82011 -2.82052  -0.4186
C24 -5.90042 -0.46763 -4.30693  -0.4922
C25 -4.96425 0.62905 -4.57456  0.2346
N3 -4.22436 1.48473 -4.78465  -0.4538
H24 -3.86145 -0.62642 -2.32966  0.2349
H25 -4.78198 -1.64252 -1.21840  0.3064
H26 -4.34898 -2.25956 -2.81852  0.3060
H27 -6.26914 0.05886 -2.23929  0.2948
H28 -6.75387 -1.57389 -2.67844  0.3075
H29 -6.89667 -0.17304 -4.65054  0.2933
H30 -5.61444 -1.34989 -4.88704  0.2760

**2S+1**: 1
**Orbital gap**: 7.7 eV



The following is a DFT calculation (wB97M-V/def2-TZVPD) of C25H30BIN3O6 as an isolated structure.

Each line ends with the Mulliken charge.
CARTESIAN COORDINATES (ANGSTROEM)
C1 -1.90350 -0.97303 -2.39794  -0.7020
O1 -0.70708 -0.32458 -1.88590  0.0520
B1 -0.68405 1.07430 -2.15705  0.4875
O2 -0.72309 1.45764 -3.56613  -0.3365
N1 -0.70889 2.18228 -1.08461  -0.1399
C2 -1.94311 1.94614 -0.27040  -0.9657
C3 -1.73954 0.88994 0.94635  -0.1413
C4 -0.71890 1.63870 1.93494  -0.8215
C5 0.68170 1.98620 1.17275  0.5318
C6 1.72172 0.83014 1.58347  -0.7483
C7 1.19756 -0.66890 1.42843  0.6129
C8 1.32762 -1.57591 0.18749  -0.0549
C9 0.75234 -3.03925 0.20668  -0.5637
C10 0.07052 -3.66764 1.45570  -0.4489
C11 -0.01695 -2.77984 2.72357  -0.6486
C12 0.51563 -1.33625 2.68462  -0.0324
C13 0.57390 2.39842 -0.35131  -1.1826
I1 2.16907 1.59360 -1.66843  0.0685
H1 -2.81483 -0.85385 -1.69283  0.2566
H2 -2.24711 -0.60207 -3.42445  0.2906
H3 -1.68536 -2.09675 -2.52550  0.2465
H4 -1.26038 2.28423 -3.64773  0.2663
H5 -0.89958 3.04656 -1.64066  0.4515
H6 -2.20924 2.95615 0.22834  0.5007
H7 -2.85755 1.69136 -0.92617  0.3159
H8 -1.40578 -0.14247 0.59862  0.0295
H9 -2.78172 0.76373 1.43034  0.4255
H10 -1.20033 2.67150 2.15192  0.4893
H11 -0.57553 1.14965 2.94717  0.0906
H12 1.06423 2.91531 1.75301  0.4435
H13 1.86408 0.96645 2.73286  -0.2181
H14 2.79439 0.99179 1.17985  0.5615
H15 1.83796 -1.19827 -0.75218  0.1509
H16 0.82669 -3.69782 -0.72928  0.3537
H17 -0.35893 -4.73007 1.47638  0.3440
H18 -0.48141 -3.23207 3.66482  0.3523
H19 0.41501 -0.71928 3.64862  0.1014
H20 0.78807 3.53506 -0.41037  0.6654
C14 -1.03122 -2.64397 -5.76511  -0.4807
C15 -1.70407 -3.69454 -6.38129  -0.4741
C16 -2.62191 -3.43446 -7.39414  -0.3945
C17 -2.85402 -2.11655 -7.78451  0.0389
C18 -2.18865 -1.05999 -7.16599  -0.3207
C19 -1.27507 -1.32932 -6.15248  -0.4673
N2 -3.80091 -1.83927 -8.86769  0.9937
O3 -4.37977 -2.78855 -9.37397  -0.5848
O4 -3.95441 -0.67445 -9.20497  -0.5915
H21 -0.31109 -2.85070 -4.97861  0.4969
H22 -1.51087 -4.71707 -6.07419  0.3865
H23 -3.14007 -4.26148 -7.86687  0.4499
H24 -2.36742 -0.03176 -7.46101  0.4383
H25 -0.74870 -0.51438 -5.66571  0.4944
C20 4.34415 1.36740 8.02129  -0.4262
C21 3.65686 0.33146 7.39490  -0.6293
C22 2.73161 0.61348 6.39638  -0.1779
C23 2.50537 1.93968 6.02918  0.2724
C24 3.18494 2.98198 6.65791  -0.3626
C25 4.10623 2.69001 7.65731  -0.4847
N3 1.55138 2.24019 4.96174  0.8420
O5 0.95647 1.29965 4.44180  -0.4916
O6 1.40119 3.40930 4.64144  -0.6102
H26 5.07003 1.14278 8.79682  0.3904
H27 3.84548 -0.69702 7.68388  0.3869
H28 2.20296 -0.20278 5.91628  0.3952
H29 3.01109 4.01619 6.38150  0.4475
H30 4.64279 3.49304 8.15116  0.3793

**2S+1**: 1
**Orbital gap**: 7.6 eV
**Total charge**: +1



Number 1: strongest force on any atom 1.453 eV Å⁻¹, E -4591.10585 a.u., highest occupied orbital energy -9.37 eV. Number 2: strongest force on any atom 4.215 eV Å⁻¹, E -6608.57566 a.u., highest occupied orbital energy -9.20 eV. Number 3: strongest force on any atom 4.576 eV Å⁻¹, E -1908.35971 a.u., highest occupied orbital energy -11.03 eV.